[1]
Computed, not measured: 13 unconnected molecules or ions with the total composition C54H86O24, with ωB97M-V/def2-TZVPD.

Output
Total charge   0
LUMO level   0.48 eV
Gap between HOMO and LUMO   10.10 eV
E_tot   -3915.02927 hartree

XYZ file:
```
164
C54H86O24 (ωB97M-V/def2-TZVPD)
O -5.4273 1.3008 -2.9283
O 0.4569 0.3927 -5.8261
C 6.5564 -2.8999 -0.7721
H -0.4121 -0.4797 0.2228
C -0.1162 1.5362 -1.3660
C -0.8388 -3.4334 3.7491
C 3.2228 -6.0840 -0.5330
H -1.7313 0.5563 -4.7251
O -2.9606 0.9470 3.3122
C -3.4583 0.7144 -5.9491
C 0.0401 3.1160 3.7818
H 1.5381 0.4803 5.2269
H -4.9443 4.3328 5.3708
H -0.5711 1.1225 7.3480
H -4.3367 2.2505 7.1138
H -2.1257 -5.0116 4.4648
H -0.7776 1.7054 -0.5075
H 1.2576 -7.0539 0.1507
H 7.5500 -3.5960 0.9746
H -0.3672 2.2679 -2.1419
C 3.6578 1.3926 -4.7327
H 4.1467 2.1472 -6.7432
H 2.2336 -0.0739 -3.7484
C 5.6744 -1.6476 -0.8441
H 1.2048 -4.6405 0.8114
C -4.3003 2.9038 3.8477
H -0.8843 -2.3902 -3.1813
H -0.8545 4.0752 2.2007
O 3.8552 -3.9592 2.0397
H 2.0460 -0.0206 -0.5543
H -6.5418 -2.6695 -2.2945
H -3.5080 -0.6995 -0.6463
C 2.2932 0.8687 -4.3138
C 3.3374 4.5277 -1.8837
H 3.0022 3.2112 -5.9097
C -1.5297 -5.1187 -1.2856
H -1.8931 -5.1811 -0.2754
H -3.2538 2.4367 -1.4038
H 7.0060 -1.0961 1.9743
H -4.4753 5.2125 -1.8145
C -0.2295 0.5747 6.4794
C -3.5011 3.4047 -0.9539
C 3.4940 6.8950 -2.3296
H -2.3895 6.3079 -1.9451
O -4.0528 -1.1874 -2.6341
H -1.4036 0.0166 -2.2615
H -4.4368 3.2561 -0.3802
H 2.5706 -0.0219 1.9038
H 8.2350 -2.0570 0.4148
H -3.3854 -0.3875 -6.1293
C -3.5535 1.6377 4.1315
H 1.5146 1.8803 6.2601
C -2.3249 5.1723 -2.0317
O -3.0103 -5.4230 1.7772
H -2.9827 -4.2553 -2.7931
C 2.1742 6.3010 -2.7065
H -2.3351 -3.1619 -1.4770
H -1.2218 -2.9107 4.6124
C -1.6358 4.7182 -0.7016
H -3.5871 3.6756 3.6079
H 2.5744 4.2433 2.4899
H 7.1911 -3.0343 -1.6998
H 1.1095 3.7035 0.8011
O -0.1762 -4.6442 -1.0880
H 2.6855 -7.3168 1.1627
H -3.2606 1.1159 -6.9236
C 0.1310 -0.8417 -0.7085
O -0.2933 -0.8895 6.8366
H 2.8703 2.5558 2.7564
H -3.0488 3.1027 6.3254
C -2.1407 -3.9761 -2.1816
C 2.0431 -0.9814 2.0064
O -0.7110 5.2376 -0.2031
C 2.1638 -6.5665 0.5380
H 5.1250 5.6176 -1.5618
O 2.2847 4.8632 -2.6450
O -2.3356 3.7798 -0.1218
C -0.9738 -3.4738 -2.9428
H -1.5771 4.9532 -2.8242
H -4.1050 -3.0560 -0.5382
H 3.2947 7.8247 -1.7744
C 4.1124 5.7976 -1.4026
H 0.2372 -3.6094 3.8643
C 1.9131 -5.2644 1.3163
H -1.7075 -1.6770 2.7100
O 5.0869 -1.2440 -1.7964
H -3.8384 3.8953 -2.8896
O 1.3551 3.2550 3.9589
C 2.0256 -1.7619 0.7406
O -3.3447 1.4258 -3.7097
H -0.2707 -2.3503 1.9137
C -4.9727 3.2406 5.2456
H -5.0027 2.6516 3.0960
O 5.6240 -1.0723 0.3815
H -0.9095 -5.5364 3.3688
H 1.4577 6.4803 -1.9083
H 2.8213 -5.6674 -1.4253
C 1.5627 -1.0208 -0.4801
C -5.4989 -2.9774 -2.1342
H -5.1079 2.1795 -5.7013
O 1.3546 -3.5469 -2.1986
H 3.8433 5.9380 -0.3577
C -3.9424 2.5490 6.1385
O 1.1858 -2.2551 7.9679
C -3.6407 4.4748 -2.0002
O -4.6667 -2.3876 -4.3932
H 4.1992 1.8954 -3.9896
O 3.8900 -5.0778 0.1673
C -4.7631 -2.2328 -3.1956
H 4.2785 6.9514 -3.1282
H -5.7153 0.4752 -5.7115
C -0.3482 3.1477 2.2940
C 1.5504 0.7706 -5.6377
O -2.0706 -3.4010 1.6924
H 2.1126 0.4621 8.1523
C 1.8935 -0.0640 7.2103
H 0.9146 1.9354 1.1583
H 1.7575 6.6833 -3.6391
O -3.4867 1.3886 5.4240
H -5.1910 -0.3420 -1.0777
O -0.7259 3.0442 4.7115
C -1.5529 -4.7169 3.6063
H 1.2251 -2.4900 0.8800
C -0.3074 0.1347 -1.8310
C 7.3581 -2.6785 0.5099
C -4.6665 1.2708 -3.9419
H 2.9688 -2.1894 0.5003
H 1.4882 -5.4403 2.3052
H -0.9032 -4.0267 -3.8772
H -1.1734 2.4506 2.1587
H 4.2523 0.5404 -5.0214
H 3.9321 -6.8319 -0.7012
H 5.9624 -3.7764 -0.7822
H 0.3778 -0.0325 -2.6886
C 0.9884 2.9372 1.5837
H 1.9409 -1.6659 -1.2866
H 0.9336 1.7781 -1.0873
C 2.0292 3.2648 2.6671
C -2.3054 -4.6290 2.2899
H -1.4768 -6.1443 -1.6853
C 3.2798 -4.6581 1.2660
C 0.1972 -3.8781 -2.0727
C -1.1933 -2.5958 2.4549
C 6.4485 -1.7965 1.3391
C -2.5288 1.2712 -4.9590
C 0.9099 -1.2451 7.3741
H -0.1979 -1.8492 -1.0499
H -0.9821 0.7371 5.7084
H 2.8647 -0.4434 6.9132
C 3.3120 2.2016 -5.9835
O 2.1828 1.5415 -6.5821
H -5.9788 2.8625 5.3896
C -4.9008 -2.3954 -0.8099
H 2.3944 -1.5463 2.8550
H -2.1796 2.2894 -5.0776
H 1.0714 -0.5904 2.2817
C -4.4009 -1.0721 -1.2310
C 1.2130 0.8626 6.1524
H -5.6365 -2.3994 0.0160
H -5.5324 -4.0055 -2.3219
C -4.9254 1.1192 -5.4198
H 1.6905 1.5671 -3.6999
H 5.7660 -2.3482 1.9894
O 3.5222 3.3674 -1.6220
```

Atomic partial charges in e from the Löwdin method, atoms 1 to 99:
1 O 0.027
2 O 0.128
3 C -0.060
4 H 0.134
5 C -0.125
6 C -0.123
7 C -0.126
8 H 0.107
9 O 0.075
10 C -0.131
11 C -0.466
12 H 0.095
13 H 0.115
14 H 0.125
15 H 0.129
16 H 0.129
17 H 0.070
18 H 0.112
19 H 0.098
20 H 0.077
21 C -0.128
22 H 0.138
23 H 0.126
24 C -0.488
25 H 0.087
26 C -0.048
27 H 0.138
28 H 0.103
29 O 0.124
30 H 0.130
31 H 0.139
32 H 0.147
33 C -0.068
34 C -0.475
35 H 0.105
36 C -0.063
37 H 0.086
38 H 0.105
39 H 0.124
40 H 0.140
41 C -0.111
42 C -0.107
43 C -0.148
44 H 0.142
45 O -0.021
46 H 0.132
47 H 0.137
48 H 0.076
49 H 0.113
50 H 0.129
51 C -0.519
52 H 0.103
53 C -0.071
54 O 0.128
55 H 0.115
56 C -0.168
57 H 0.104
58 H 0.107
59 C -0.554
60 H 0.124
61 H 0.135
62 H 0.142
63 H 0.104
64 O 0.016
65 H 0.120
66 H 0.103
67 C -0.212
68 O 0.008
69 H 0.119
70 H 0.112
71 C -0.121
72 C -0.093
73 O 0.121
74 C -0.101
75 H 0.094
76 O 0.015
77 O 0.025
78 C -0.075
79 H 0.128
80 H 0.077
81 H 0.121
82 C -0.043
83 H 0.116
84 C -0.071
85 H 0.116
86 O 0.118
87 H 0.095
88 O 0.024
89 C -0.255
90 O -0.043
91 H 0.077
92 C -0.104
93 H 0.110
94 O 0.017
95 H 0.112
96 H 0.120
97 H 0.107
98 C -0.233
99 C -0.052



[2]
Computed, not measured: a molecular structure, C3H5NO2, with ωB97M-V/def2-TZVPD.

Output
Total charge   0
LUMO level (spin up / spin down)   -0.45 / -0.45 eV
Gap between HOMO and LUMO (spin up / spin down)   10.02 / 10.02 eV
E_tot   -322.45737 hartree

XYZ file:
```
11
C3H5NO2 (ωB97M-V/def2-TZVPD)
O 0.1830 -1.2426 0.2259
O 3.0259 0.0774 -0.1430
H 3.8986 -0.1340 -0.2987
H -2.6691 -0.6489 1.7750
H -1.2436 0.1303 -1.8716
C -2.0786 -0.3491 0.9623
H -1.2542 1.5105 -0.6725
N -2.6428 0.2556 -0.0682
C -0.8049 -0.5294 0.2811
C -1.4048 0.4219 -0.7665
H 2.5787 -0.7460 0.0962
```

Now the natural (NBO) charges, all in e:
1 O -0.507
2 O -0.941
3 H 0.460
4 H 0.212
5 H 0.216
6 C -0.060
7 H 0.222
8 N -0.248
9 C 0.525
10 C -0.360
11 H 0.481



[3]
Computed, not measured: a single C18H20N4S2 molecule, with ωB97M-V/def2-TZVPD.

Output
Total charge   0
LUMO level   0.32 eV
Gap between HOMO and LUMO   8.01 eV
E_tot   -1713.31794 hartree
SMILES   Nc1sc(-c2ccccc2)cc1-c1n[nH]c(=S)n1C1CCCCC1

XYZ file:
```
44
C18H20N4S2 (ωB97M-V/def2-TZVPD)
S -3.6153 -2.0511 3.3383
H -3.4868 -0.1276 1.4096
H -4.2501 1.2416 -0.5597
C -2.4400 -0.1687 1.0076
C -3.1939 1.2807 -0.9246
C 4.3174 0.2705 -1.7978
C 1.3090 -0.7478 0.2278
N -0.4033 -3.3534 -1.8260
C 4.3986 2.4301 -0.0813
N -0.7544 -3.4614 1.2424
H -3.0117 3.3900 -0.5425
H -1.7643 0.7688 2.7445
H 6.0747 0.9420 -2.6710
C 0.3984 -2.3227 -1.2880
N -1.8289 -1.4637 1.3842
H -1.9006 3.1914 1.7003
H 4.4914 3.2688 0.5968
C -2.4585 -2.3718 2.2246
H -1.5270 -0.0384 -0.9416
H -1.9576 -4.3327 2.7231
C 3.2823 0.3858 -0.8716
H -3.0527 -0.8884 -0.9303
C -2.5276 -0.0473 -0.5250
C -2.4281 2.3081 1.2623
C 0.2676 -1.7527 -0.0575
H 2.5840 1.7049 0.7407
C -1.7198 1.0005 1.6764
C 3.3306 1.4969 -0.0130
C 5.3553 1.1632 -1.8880
C -0.7645 -2.1834 0.8640
C 2.2064 -0.6137 -0.8226
H -3.1471 1.3411 -2.0353
S 1.8212 -1.7299 -2.1517
C 5.4008 2.2808 -1.0514
H 6.2471 2.9473 -1.1407
H -3.4124 2.2943 1.6823
H -0.7000 1.0153 1.3562
H 4.3086 -0.5658 -2.5051
H 1.3511 -0.1652 1.1219
C -2.4999 2.4731 -0.2593
N -1.8227 -3.5790 2.0419
H 0.0440 -3.9342 -2.5813
H -1.5343 2.5718 -0.6778
H -0.9868 -3.8683 -1.2019
```

Now the natural (NBO) charges, all in e:
1 S -0.257
2 H 0.245
3 H 0.195
4 C -0.034
5 C -0.387
6 C -0.189
7 C -0.189
8 N -0.827
9 C -0.203
10 N -0.271
11 H 0.212
12 H 0.227
13 H 0.216
14 C 0.097
15 N -0.393
16 H 0.214
17 H 0.217
18 C 0.213
19 H 0.207
20 H 0.429
21 C -0.084
22 H 0.216
23 C -0.415
24 C -0.399
25 C -0.238
26 H 0.210
27 C -0.402
28 C -0.188
29 C -0.207
30 C 0.354
31 C -0.187
32 H 0.216
33 S 0.372
34 C -0.216
35 H 0.216
36 H 0.202
37 H 0.193
38 H 0.206
39 H 0.226
40 C -0.404
41 N -0.393
42 H 0.395
43 H 0.197
44 H 0.407



What did we get for relative energy (zero: lowest compared OMol25 entry of this formula, charge and spin)? Answer: 52.2 73.4 8.6 kcal per mole, in the order shown.